The ion C11H5N10O6 with charge -1 in a non-equilibrium geometry. Source: OMol25; level of theory: ωB97M-V/def2-TZVPD.

Last column: natural (NBO) charge in e.
CARTESIAN COORDINATES (ANGSTROEM)
O1 -3.4103 2.4676 -2.0512  -0.4344
O2 -3.7548 2.2593 0.1358  -0.5152
O3 -0.5174 -0.4491 -3.3625  -0.1797
O4 -2.8364 -1.7024 2.9149  -0.4212
O5 -1.6361 -3.1018 1.6032  -0.1700
O6 0.2504 -2.5077 -2.7831  -0.4082
N1 -1.0457 -3.0932 0.3433  -0.0967
N2 -7.7599 -1.7156 -1.6157  -0.5453
N3 -6.9006 0.3459 1.4125  -0.4886
N4 -2.4743 -2.0092 1.7789  0.4008
N5 -1.4101 0.4910 -2.9511  -0.1303
N6 -5.4286 -1.7181 -1.0806  -0.5049
N7 -9.4225 -1.0130 -0.1107  -0.8076
N8 -0.4000 -1.5306 -2.4435  0.4125
N9 -4.8723 -0.3353 0.7923  -0.3690
N10 -3.4054 1.8009 -0.9907  0.5071
C1 -5.7456 -0.9936 -0.0308  0.3210
C2 -1.6504 -2.0095 -0.2684  0.1124
C3 -8.1052 -1.0137 -0.4983  0.4139
C4 -2.6653 -1.4513 0.5317  0.0911
C5 -5.5732 0.4341 1.6378  0.2511
C6 -2.9298 0.4599 -0.8991  -0.1696
C7 -1.2917 -1.2584 -1.4327  -0.0461
C8 -3.3097 -0.1342 0.3938  -0.0698
C9 -2.0286 -0.1186 -1.8605  0.1620
C10 -6.4819 -2.0783 -1.8996  0.2481
C11 -7.0391 -0.4968 0.3267  -0.0157
H1 -5.0572 0.9552 2.4019  0.2061
H2 -9.9956 -1.6980 -0.6051  0.3895
H3 -3.1256 0.5892 1.2789  0.2601
H4 -6.3009 -2.7069 -2.8044  0.1909
H5 -9.7733 -0.8841 0.8687  0.4056

Computed properties:
ΔE to the lowest compared entry with this formula, charge and spin   0.00 kJ/mol
DFT total energy   -1420.87709 hartree
Net charge   -1